124
Properties=species:S:1:pos:R:3:forces:R:3 method="wB97M-V/def2-TZVPD" homo_lumo_gap_ha=0.3276 e_above_lowest_kj_mol=659.6 total_energy_ev=-345301.376 e_homo_ev=-9.014 lumo_energy_ev=-0.1
H -2.823842 -0.522444 -8.162063 0.16 -0.41 0.39
H -7.844681 -1.500581 -1.122004 -0.61 -0.09 0.35
H 8.053136 6.896839 -1.647546 -0.78 0.50 -0.12
H 6.053020 -1.749513 0.269624 -0.04 0.31 -0.18
H 0.540934 7.577748 -0.833860 0.37 -0.13 -0.42
C -8.219657 -0.623650 -1.649720 1.79 0.89 0.43
H -0.203085 0.656941 -7.026603 0.02 -0.42 0.88
H -7.397319 -1.843109 -3.826421 0.26 -0.15 -0.59
H 6.205996 -3.362274 -0.280121 0.28 -0.65 0.79
N 0.161577 0.362193 1.035323 -1.06 1.25 -0.82
O -5.067146 -2.552174 5.306044 1.27 0.61 0.01
C -3.889376 -2.896867 5.361736 -2.40 -1.99 0.12
H -1.348079 -0.124932 -9.024925 -0.08 0.52 0.22
H -1.410905 -0.173481 2.205499 -0.16 0.04 0.11
H -0.263679 2.245734 0.009805 0.76 -0.38 -0.02
C -5.811976 4.153682 3.622862 -0.34 0.79 0.07
C -4.356340 -5.166345 4.174082 -1.02 2.07 0.79
N 6.836413 -2.889277 1.751615 -5.13 -5.78 -2.43
C 4.145556 -0.875296 6.567964 1.06 -0.30 -1.22
C -3.292320 -5.792254 -3.628570 2.49 -1.99 -1.39
C -6.118513 0.520119 -2.218764 0.96 2.16 -0.16
H -4.923004 3.807624 4.150192 0.41 0.71 -0.03
H -6.618742 4.020399 4.343598 -0.16 0.46 -0.06
H -5.426390 0.660440 -3.063438 0.28 -0.18 -0.05
H -1.890941 1.244052 -6.870561 0.44 0.30 0.05
H 2.065420 6.303191 -2.225782 -0.13 -0.01 -0.41
C -2.068966 -4.582478 5.051053 -1.89 1.21 0.12
H 5.243539 4.741011 -0.266147 -0.36 0.69 -0.48
C -1.738900 -0.473853 -8.069090 0.98 0.51 0.07
H 5.210375 3.823432 -1.816493 0.06 -0.18 0.30
C 7.494854 -2.283383 2.628200 4.08 3.09 0.89
H 3.765562 0.028880 -7.268066 -0.35 -0.40 0.31
H -1.048489 0.865274 -0.755983 0.93 -0.65 -0.35
C -5.511013 5.765042 1.755129 0.15 2.91 -0.40
H 6.851601 6.753166 -0.243843 -0.04 0.26 -0.28
H -4.622064 -4.959000 -1.157575 -1.10 0.41 0.27
C 3.539301 -0.338776 -3.922433 -1.45 1.98 -0.55
C -0.673241 1.252073 0.191477 -1.11 0.40 -0.14
H -2.683175 -6.439899 -0.720811 -0.04 0.48 0.65
N 3.775629 -0.617570 -5.223701 0.01 -1.42 0.71
C 6.704919 5.399612 -3.183797 -0.55 -0.33 2.30
C -0.523115 -0.658473 1.799651 -0.82 0.53 0.42
Br -0.863455 -2.178808 -7.944111 -0.11 -0.86 -0.28
H 3.386668 1.267761 -6.036171 -0.59 -0.34 0.02
C 5.840063 4.294226 -1.061535 1.29 1.14 -0.56
H 3.437273 -2.433182 -6.260086 -0.03 0.34 -0.34
C 1.067044 5.869478 -2.168880 0.03 0.62 0.75
H 1.679592 1.502550 0.348565 -0.06 0.19 0.22
N 3.008229 -1.524215 7.167490 1.06 0.17 0.34
O -5.975482 1.181661 -1.199675 -0.13 -0.77 0.24
C 4.099325 -1.967884 -5.529827 1.02 -1.24 -0.67
C 3.128237 -2.943049 7.579077 0.43 1.35 -1.09
C 6.687469 -2.630323 0.368362 0.67 2.42 -1.26
H 7.396247 -2.783532 3.604063 0.30 0.75 0.43
C 5.925687 -3.953218 2.180790 0.64 -0.24 -0.05
H 7.655668 -2.342447 -0.041285 -0.01 -0.09 -0.15
H 1.865143 0.041017 6.507071 0.06 0.12 0.20
H -3.659961 -3.594235 -1.446859 -0.58 0.93 -0.81
H -6.031993 6.625556 5.006374 0.44 -1.07 -0.04
N -7.119976 -0.253825 -2.556235 -2.44 -1.80 -1.98
H 4.348942 -1.198357 5.547000 -0.44 -0.30 -0.46
H -1.644238 -4.897642 -0.806558 -0.90 0.45 0.02
H 3.019178 -3.462751 6.627172 -0.11 -0.74 0.26
Br -1.847448 -0.534248 -5.256281 0.61 0.29 0.26
H -0.927404 -1.457220 1.177836 0.46 -0.25 -0.10
Br 0.083403 6.310825 -3.844661 0.58 -0.45 0.93
H 6.143310 -4.884478 1.657843 0.11 0.00 -0.19
H -3.113846 -2.437847 5.994236 0.03 0.38 -0.43
H 3.736818 -1.165168 -3.222250 -0.04 0.05 -0.09
O -2.446093 -6.488662 -4.214846 -1.56 0.96 0.89
H 6.145468 4.570566 -3.644112 -0.03 -0.04 0.00
C -4.169823 -4.399169 -1.976219 -0.34 -1.16 1.78
H -1.716172 -3.930993 5.850556 0.82 0.08 -0.46
O 3.053165 0.737367 -3.596064 0.72 -0.50 0.64
H 6.415149 3.588687 -0.461883 0.39 -0.38 -0.62
N -3.495527 -4.098462 4.840373 1.70 -3.17 -0.40
H -8.229639 0.251500 -1.000020 -0.69 -0.38 0.54
H -5.461119 7.502909 3.675771 -0.69 0.49 -0.28
H 4.167792 -3.032801 7.894317 -0.21 -0.42 0.36
H -9.171882 -0.812356 -2.145459 0.29 0.16 -0.12
O 7.207666 6.292249 -3.807430 0.49 0.36 -0.52
H 4.066871 -2.675821 -4.701655 -0.18 0.55 0.48
C 1.470118 0.668612 1.036215 1.56 -0.77 -0.40
Br 1.128320 5.748825 0.758248 -0.49 0.30 -1.18
C -1.242307 0.368057 -6.869531 -2.01 0.08 -1.53
H 4.898558 -3.686237 1.932126 -0.13 0.03 0.55
C 1.851689 -0.873995 7.119246 -1.44 -0.50 0.78
H 1.202480 4.809870 -1.952098 -0.47 -0.08 -0.76
H 0.001035 -1.023052 2.683081 0.52 -0.04 -0.51
N 6.730536 5.301809 -1.784078 -1.61 -1.25 -0.62
C -6.181125 6.725468 3.931264 0.98 -0.02 0.02
H 5.111103 -1.122918 7.008979 -0.26 0.18 0.86
H -1.580625 -4.515340 4.078878 0.53 0.10 0.35
H -5.986870 3.363242 2.892999 -0.07 0.58 -0.62
H -3.976841 -5.516987 3.214328 0.18 0.45 0.04
N -5.781238 5.586754 3.076043 -0.53 -2.34 1.06
O 0.847140 -1.276915 7.688004 -0.17 0.23 -0.45
H -4.669567 -6.042487 4.741872 1.16 -0.11 0.82
H -0.718294 6.427505 -0.913330 0.18 -0.68 -0.14
C 0.365962 6.512645 -0.985645 -0.08 0.39 1.21
H 6.162376 -4.146453 3.227090 -0.80 0.00 0.08
H -1.395037 -6.240369 -1.811472 -0.04 -0.04 -0.31
H -4.265762 -5.525541 -4.068425 0.18 0.03 -0.33
H -5.229904 4.835350 1.236613 -0.15 0.10 0.00
H -6.532493 -0.421238 -4.593038 -0.22 -0.20 -0.08
H 4.955629 0.787487 -6.258063 0.56 -0.43 0.09
C 7.460174 6.253439 -0.997511 1.22 -0.45 0.02
H -1.653886 1.553227 0.559894 0.02 -0.46 1.36
H -7.230272 7.019908 3.905142 0.04 0.08 -0.90
C -7.339644 -0.761014 -3.944070 0.33 0.11 1.79
H 5.132337 -2.009992 -5.875093 0.09 -0.25 -0.43
H -5.353155 -4.731562 4.100307 0.12 0.47 -0.78
H -4.863703 -4.308052 -2.811882 -0.07 1.11 0.53
H -8.331904 -0.431271 -4.251952 0.21 0.24 -0.35
O 2.403004 0.075654 1.566033 -1.03 0.14 0.22
H 8.280172 5.742275 -0.493121 -0.13 -0.34 0.58
H 2.392593 -3.256936 8.319605 0.17 0.30 -0.15
O -5.508257 6.890535 1.195309 -0.06 -2.70 1.15
H 4.043940 0.205264 6.467099 -0.17 -0.10 0.51
O 8.249505 -1.371576 2.275986 -0.01 0.19 1.53
H -1.989418 -5.595176 5.446278 -0.48 -0.07 -0.18
C 3.952829 0.360438 -6.246744 0.19 1.71 -0.16
C -2.195580 -5.678779 -1.329956 0.16 -1.54 -2.21
N -3.176845 -5.307962 -2.394959 1.80 0.40 0.90